Record 1
DFT (ωB97M-V/def2-TZVPD) results for a molecular structure, C55H32BrCoF15GeN7OPS2.

Geometry as ORCA input:
```
! wB97M-V def2-TZVPD RIJCOSX def2/J DEFGRID3
* xyz 0 2
Co -1.69 0.14 2.35
Br 2.88 -5.46 3.72
C 1.45 -4.22 3.49
C 0.14 -4.64 3.68
C -0.90 -3.75 3.49
C -0.66 -2.40 3.14
O -1.65 -1.61 2.95
C 0.70 -1.97 3.02
C 1.01 -0.60 2.89
N 0.11 0.36 2.83
C 0.45 1.67 3.09
C 1.68 2.15 3.55
C 1.84 3.50 3.85
C 0.79 4.38 3.73
C -0.47 3.94 3.28
C -1.60 4.77 3.17
C -2.77 4.23 2.70
C -2.84 2.88 2.38
N -1.80 2.05 2.53
C -0.63 2.57 2.96
C 1.74 -2.91 3.16
H -0.07 -5.66 3.96
H -1.92 -4.07 3.61
H 2.06 -0.34 2.94
H 2.52 1.49 3.69
H 2.80 3.85 4.19
H 0.91 5.43 3.98
H -1.52 5.81 3.46
H -3.66 4.84 2.59
H -3.76 2.46 2.02
H 2.76 -2.59 3.03
N -3.38 0.51 -0.13
P -1.68 0.44 -0.14
C -1.35 2.19 -0.66
C -0.30 2.89 -0.09
C -0.06 4.21 -0.45
C -0.85 4.82 -1.41
C -1.87 4.11 -2.01
C -2.13 2.81 -1.63
C -1.43 -0.28 -1.79
C -2.27 -1.22 -2.35
C -1.87 -2.03 -3.40
C -0.54 -1.97 -3.84
C 0.32 -1.03 -3.36
C -0.09 -0.04 -2.36
C -4.15 0.10 0.91
C -5.54 -0.09 0.76
C -6.29 -0.47 1.85
C -5.65 -0.66 3.07
C -4.29 -0.45 3.14
N -3.56 -0.07 2.09
H -3.84 0.54 -1.04
H 0.35 2.39 0.61
H 0.74 4.75 0.03
H -0.67 5.85 -1.68
H -2.47 4.58 -2.78
H -2.93 2.26 -2.12
H -3.25 -1.36 -1.93
H -2.55 -2.74 -3.84
H -0.19 -2.67 -4.58
H 1.34 -1.00 -3.72
H 0.03 0.99 -2.72
H -5.99 0.07 -0.20
H -7.35 -0.63 1.75
H -6.20 -0.96 3.95
H -3.75 -0.58 4.07
F 4.11 -0.99 -4.63
C 3.97 -1.91 -3.67
C 3.61 -1.46 -2.41
C 3.49 -2.41 -1.40
F 3.22 -1.97 -0.15
C 3.66 -3.77 -1.62
F 3.46 -4.65 -0.64
C 4.01 -4.19 -2.91
F 4.19 -5.49 -3.15
C 4.19 -3.26 -3.93
F 4.54 -3.67 -5.15
Ge 3.03 0.38 -1.90
S 1.08 0.02 -0.83
C 2.80 1.94 -3.14
C 2.16 1.92 -4.38
F 2.11 0.77 -5.06
C 1.57 3.05 -4.92
F 0.94 2.99 -6.10
C 1.61 4.26 -4.22
F 1.01 5.35 -4.72
C 2.30 4.32 -3.01
F 2.40 5.49 -2.36
C 2.85 3.17 -2.48
F 3.44 3.22 -1.28
C 4.54 0.75 -0.68
C 5.81 0.68 -1.22
F 5.91 0.52 -2.55
C 6.95 0.73 -0.43
F 8.17 0.63 -0.96
C 6.81 0.85 0.95
F 7.88 0.89 1.73
C 5.54 0.93 1.51
F 5.40 1.01 2.84
C 4.42 0.91 0.68
F 3.20 1.00 1.21
C -5.52 -3.94 -1.23
C -4.92 -4.18 0.16
C -3.54 -3.62 0.25
N -3.28 -2.37 0.23
N -1.98 -2.07 0.25
C -1.20 -3.10 0.25
N 0.14 -3.06 0.14
S -2.09 -4.62 0.29
H -6.50 -4.41 -1.30
H -4.88 -4.36 -2.00
H -5.63 -2.87 -1.41
H -4.90 -5.25 0.37
H -5.54 -3.68 0.91
H 0.57 -2.15 0.24
H 0.68 -3.87 0.39
*
```

## Properties
Lowest unoccupied orbital energy (alpha / beta) ... -1.289 / -1.295 eV
ΔE to the lowest compared entry with this formula, charge and spin ... 83.39 kcal/mol
E_tot ... -305937.832 eV

---

Record 2
DFT (ωB97M-V/def2-TZVPD) results for 20 unconnected molecules or ions with the total composition C110H126B8ClF38N18O6S2.

Geometry as ORCA input:
```
! wB97M-V def2-TZVPD RIJCOSX def2/J DEFGRID3
* xyz 7 1
C 0.61 -3.56 -12.65
N 0.68 -3.84 -11.24
C -0.08 -4.84 -10.77
C -0.03 -5.13 -9.43
C 0.76 -4.45 -8.56
C 1.48 -3.39 -9.06
C 1.42 -3.07 -10.39
C 0.83 -4.91 -7.13
C 0.51 -6.27 -6.82
C 0.48 -6.61 -5.46
N 0.77 -5.73 -4.47
C 1.12 -4.46 -4.82
C 1.19 -4.02 -6.13
C 0.47 -6.14 -3.09
H -0.18 -2.93 -12.93
H 0.56 -4.49 -13.23
H 1.48 -3.01 -12.98
H -0.73 -5.45 -11.37
H -0.55 -6.04 -9.17
H 2.14 -2.80 -8.44
H 2.01 -2.30 -10.83
H 0.26 -7.02 -7.56
H 0.18 -7.59 -5.15
H 1.26 -3.83 -3.97
H 1.52 -2.99 -6.30
H 0.75 -7.19 -2.99
H -0.57 -6.08 -2.89
H 0.99 -5.45 -2.46
C 7.36 4.75 -4.89
N 6.11 5.48 -4.60
C 6.23 6.84 -4.34
C 5.16 7.61 -4.01
C 3.90 7.07 -4.00
C 3.82 5.72 -4.41
C 4.90 4.95 -4.75
C 2.70 7.70 -3.51
C 2.16 8.92 -4.03
C 0.99 9.43 -3.55
N 0.38 8.79 -2.52
C 0.92 7.69 -1.98
C 2.08 7.13 -2.45
C -0.93 9.34 -2.08
H 7.19 3.71 -5.08
H 8.10 4.84 -4.11
H 7.80 5.08 -5.80
H 7.27 7.23 -4.40
H 5.41 8.67 -3.94
H 2.83 5.30 -4.34
H 4.83 3.89 -5.03
H 2.64 9.26 -4.94
H 0.49 10.30 -3.89
H 0.46 7.22 -1.13
H 2.52 6.22 -2.07
H -1.03 9.03 -1.02
H -1.73 8.93 -2.68
H -0.96 10.39 -2.26
C -1.87 5.90 -11.28
N -2.52 4.88 -10.42
C -2.26 4.94 -9.15
C -2.76 4.04 -8.28
C -3.67 3.09 -8.70
C -3.99 3.14 -10.07
C -3.31 3.94 -10.96
C -4.26 1.98 -7.86
C -3.41 1.27 -7.03
C -3.97 0.26 -6.26
N -5.30 -0.04 -6.26
C -6.14 0.63 -7.07
C -5.65 1.68 -7.82
C -5.72 -1.03 -5.30
H -1.93 5.47 -12.25
H -0.91 6.09 -10.86
H -2.41 6.86 -11.24
H -1.70 5.78 -8.72
H -2.48 4.19 -7.23
H -4.79 2.48 -10.45
H -3.61 3.95 -11.99
H -2.35 1.45 -6.95
H -3.41 -0.29 -5.50
H -7.22 0.46 -7.02
H -6.26 2.26 -8.48
H -6.17 -1.92 -5.70
H -6.44 -0.56 -4.65
H -4.85 -1.33 -4.73
C -1.04 -4.97 2.03
N -2.31 -4.41 1.50
C -2.37 -4.22 0.16
C -3.61 -3.81 -0.39
C -4.68 -3.49 0.46
C -4.53 -3.72 1.84
C -3.37 -4.27 2.32
C -5.80 -2.69 0.03
C -5.65 -1.54 -0.72
C -6.65 -0.60 -0.79
N -7.88 -0.88 -0.25
C -8.09 -2.06 0.44
C -7.09 -2.97 0.50
C -8.92 0.11 -0.27
H -0.82 -4.65 3.03
H -0.23 -4.58 1.43
H -1.04 -6.05 1.96
H -1.43 -4.21 -0.38
H -3.65 -3.58 -1.49
H -5.37 -3.54 2.48
H -3.17 -4.41 3.37
H -4.71 -1.20 -1.10
H -6.53 0.29 -1.33
H -9.07 -2.23 0.90
H -7.26 -3.84 1.11
H -8.52 0.91 -0.82
H -9.07 0.45 0.76
H -9.80 -0.34 -0.73
C 1.59 2.77 2.83
N 2.03 3.52 4.01
C 2.70 2.99 5.06
C 3.13 3.81 6.09
C 2.75 5.16 6.12
C 2.14 5.70 5.02
C 1.82 4.84 3.99
C 2.87 5.94 7.39
C 1.73 6.52 7.92
C 1.83 7.11 9.15
N 2.95 7.12 9.89
C 4.05 6.58 9.36
C 4.05 5.97 8.14
C 2.97 7.68 11.21
H 1.32 1.77 3.09
H 2.36 2.72 2.04
H 0.70 3.26 2.46
H 3.05 1.97 4.98
H 3.62 3.32 6.93
H 1.83 6.71 4.97
H 1.30 5.16 3.08
H 0.81 6.44 7.36
H 0.90 7.58 9.59
H 4.89 6.65 10.06
H 4.95 5.55 7.80
H 3.00 6.85 11.91
H 2.05 8.18 11.35
H 3.79 8.43 11.28
C -1.00 2.06 -3.30
N -1.23 1.23 -2.10
C -1.92 1.77 -1.09
C -1.91 1.11 0.14
C -1.24 -0.05 0.27
C -0.73 -0.71 -0.87
C -0.73 -0.02 -2.04
C -1.00 -0.56 1.66
C 0.29 -1.07 1.95
C 0.57 -1.44 3.24
N -0.46 -1.25 4.18
C -1.66 -0.79 3.90
C -1.91 -0.43 2.64
C -0.22 -1.63 5.56
H 0.01 1.90 -3.72
H -1.09 3.13 -3.11
H -1.79 1.85 -3.97
H -2.27 2.76 -1.24
H -2.40 1.65 0.87
H -0.31 -1.69 -0.95
H -0.21 -0.34 -2.95
H 1.08 -1.11 1.28
H 1.51 -1.82 3.58
H -2.40 -0.69 4.69
H -2.86 -0.07 2.42
H 0.87 -1.64 5.73
H -0.62 -2.66 5.59
H -0.70 -0.94 6.29
C -4.86 4.69 4.22
N -4.95 3.74 5.40
C -5.48 2.53 5.29
C -5.40 1.57 6.28
C -4.69 1.85 7.41
C -4.06 3.08 7.52
C -4.18 4.01 6.49
C -4.29 0.69 8.33
C -4.12 0.82 9.70
C -3.74 -0.23 10.49
N -3.43 -1.41 9.92
C -3.63 -1.57 8.59
C -3.92 -0.50 7.78
C -3.24 -2.62 10.75
H -4.77 4.04 3.38
H -3.87 5.19 4.32
H -5.65 5.40 4.16
H -5.89 2.34 4.32
H -5.73 0.54 6.08
H -3.55 3.39 8.42
H -3.78 4.99 6.55
H -4.37 1.78 10.10
H -3.69 -0.17 11.58
H -3.35 -2.59 8.20
H -3.87 -0.54 6.71
H -2.57 -2.36 11.56
H -2.80 -3.41 10.12
H -4.21 -2.92 11.10
C 5.40 -3.44 5.31
N 4.33 -4.49 5.51
C 4.54 -5.70 6.01
C 3.43 -6.49 6.35
C 2.09 -6.12 6.13
C 2.01 -4.94 5.36
C 3.10 -4.13 5.08
C 0.92 -6.86 6.80
C -0.38 -6.54 6.46
C -1.44 -6.92 7.29
N -1.28 -7.47 8.48
C -0.06 -7.86 8.81
C 1.03 -7.56 8.07
C -2.43 -7.57 9.43
H 5.22 -2.95 4.37
H 6.39 -3.79 5.39
H 5.51 -2.74 6.11
H 5.57 -5.93 6.21
H 3.65 -7.43 6.87
H 1.07 -4.54 5.01
H 3.07 -3.15 4.67
H -0.80 -6.04 5.64
H -2.41 -6.76 6.86
H 0.00 -8.35 9.77
H 1.97 -7.85 8.53
H -3.28 -7.91 8.83
H -2.72 -6.59 9.79
H -2.20 -8.23 10.27
C 4.16 -1.22 -1.02
N 4.99 -1.84 -2.09
C 4.50 -2.02 -3.36
C 5.34 -2.56 -4.34
C 6.62 -3.03 -4.08
C 7.04 -2.84 -2.77
C 6.26 -2.27 -1.82
C 7.52 -3.50 -5.19
C 7.17 -3.20 -6.53
C 7.98 -3.48 -7.59
N 9.14 -4.15 -7.35
C 9.49 -4.51 -6.06
C 8.73 -4.14 -4.97
C 10.09 -4.40 -8.44
H 3.84 -0.22 -1.31
H 4.83 -1.20 -0.21
H 3.31 -1.89 -0.86
H 3.52 -1.63 -3.65
H 4.81 -2.54 -5.29
H 8.00 -3.20 -2.45
H 6.68 -2.13 -0.80
H 6.25 -2.62 -6.67
H 7.72 -3.22 -8.61
H 10.55 -4.84 -5.95
H 9.14 -4.40 -3.98
H 9.83 -5.40 -8.84
H 11.14 -4.33 -8.07
H 9.94 -3.62 -9.18
B 2.25 -4.68 -0.65
F 1.73 -3.73 -1.66
F 3.14 -5.44 -1.35
F 2.99 -3.94 0.31
F 1.32 -5.53 -0.05
B -4.50 1.93 -3.41
F -3.69 2.51 -4.39
F -5.70 1.58 -3.87
F -3.89 0.65 -3.29
F -4.42 2.48 -2.23
B -5.70 -0.24 2.82
F -4.77 -0.86 1.87
F -5.90 1.14 2.47
F -6.85 -0.99 2.76
F -5.16 -0.29 4.11
B -1.91 -3.14 -4.26
F -1.94 -4.43 -4.84
F -1.20 -3.31 -3.10
F -1.24 -2.22 -5.07
F -3.26 -2.71 -4.10
B -1.22 2.41 5.68
F -0.58 3.61 6.14
F -2.44 2.59 4.93
F -0.28 1.81 4.78
F -1.45 1.57 6.81
B 0.69 5.32 -5.92
F 0.06 4.93 -4.77
F -0.39 5.28 -6.78
F 1.08 6.70 -5.67
F 1.79 4.55 -6.32
B 3.44 -0.92 -6.96
F 2.35 -1.01 -7.80
F 4.30 0.12 -7.19
F 2.86 -0.89 -5.60
F 4.15 -2.06 -7.11
B 4.48 -0.29 2.63
F 3.67 0.78 2.11
F 5.80 -0.07 2.27
F 4.37 -0.26 4.05
F 4.02 -1.52 2.18
C -2.91 4.75 0.81
F -3.23 4.69 -0.47
F -3.58 5.70 1.38
F -3.26 3.60 1.46
S -1.07 5.06 0.92
O -0.84 5.24 2.32
O -0.58 3.78 0.41
O -0.97 6.23 0.06
C 0.72 -3.01 10.36
F -0.14 -2.47 11.28
F 1.51 -2.00 10.01
F 1.51 -3.91 10.99
S -0.19 -3.54 8.94
O -0.88 -2.33 8.65
O 0.90 -3.92 8.07
O -1.05 -4.54 9.41
Cl -2.56 -4.16 5.72
*
```

## Properties
Lowest unoccupied orbital energy ... -11.567 eV
E_tot ... -298074.193 eV